# 1
Density functional theory data (ωB97M-V/def2-TZVPD) for an isolated molecule of C7H7ClN2O.

Geometry (Å):
Cl1 -3.56 -0.29 -0.20
O1 2.72 1.56 0.43
N1 3.05 -0.55 -0.19
N2 2.64 -1.81 -0.79
C1 -1.34 1.20 -0.39
C2 2.17 0.48 0.11
C3 -0.02 1.38 -0.36
C4 0.26 -0.69 0.73
C5 0.81 0.44 0.31
C6 -1.09 -0.85 0.82
C7 -1.89 0.03 0.15
H1 1.66 -1.54 -1.34
H2 0.75 -1.48 1.07
H3 -1.84 1.94 -1.05
H4 3.96 -0.09 -0.46
H5 2.32 -2.34 0.10
H6 -1.63 -1.87 1.01
H7 0.29 2.40 -0.73

Values from the calculation:
LUMO energy ... 0.23 eV
DFT total energy ... -24920.02029 eV
E_HOMO ... -9.36 eV
Energy above the lowest of the compared OMol25 structures with the same formula, charge and spin ... 61.3 kcal per mole
Orbital gap ... 9.59 eV

---

# 2
Density functional theory data (ωB97M-V/def2-TZVPD) for a cluster of 2 separate species, C12H16N2O in total.

Geometry (Å):
O1 0.47 3.81 1.39
N1 -1.41 2.76 1.83
N2 -1.07 -2.39 -2.87
C1 -0.11 -3.83 0.40
C2 0.10 -1.62 -1.12
C3 0.69 -0.59 -0.37
C4 1.22 0.50 -1.00
C5 -0.03 2.88 2.01
C6 -0.17 -3.03 -0.86
C7 1.23 0.58 -2.40
C8 -0.93 -3.41 -1.93
C9 0.49 2.33 3.29
C10 -0.36 2.52 4.61
C11 -0.22 -1.36 -2.47
C12 0.54 -0.40 -3.13
H1 -0.23 1.66 5.23
H2 -1.18 -4.42 -2.22
H3 0.89 -4.23 0.62
H4 -1.88 1.89 2.05
H5 -0.31 -3.24 1.31
H6 -1.87 3.17 1.03
H7 1.44 2.86 3.42
H8 0.44 -0.11 -4.19
H9 0.77 1.27 3.29
H10 1.67 1.35 -0.49
H11 -1.04 -2.62 -3.85
H12 0.69 -0.68 0.70
H13 -0.85 -4.63 0.39
H14 0.07 3.43 5.08
H15 -1.37 2.85 4.35
H16 1.94 1.25 -2.87

Values from the calculation:
LUMO energy ... 0.74 eV
DFT total energy ... -17730.35936 eV
E_HOMO ... -7.93 eV
Energy above the lowest of the compared OMol25 structures with the same formula, charge and spin ... 40.7 kcal per mole
Orbital gap ... 8.67 eV

---

# 3
Density functional theory data (ωB97M-V/def2-TZVPD) for a cluster of 3 separate species, C3H12NO4 in total.

Geometry (Å):
O1 0.93 -2.29 0.77
O2 0.15 2.52 0.59
O3 -1.98 2.57 -0.14
O4 -1.42 -0.57 1.74
N1 0.65 0.13 -0.27
C1 1.37 -0.38 -1.43
C2 -0.91 2.05 -0.06
C3 -0.69 0.69 -0.73
H1 -2.32 -0.28 1.92
H2 -1.48 -1.48 1.44
H3 0.32 -0.49 0.48
H4 1.23 0.87 0.12
H5 -1.49 0.05 -0.41
H6 1.02 -1.32 -1.88
H7 1.53 0.39 -2.17
H8 0.99 -3.10 0.25
H9 -0.04 3.18 1.24
H10 -0.78 0.92 -1.79
H11 2.34 -0.86 -1.26
H12 0.58 -2.61 1.60

Values from the calculation:
LUMO energy ... -3.16 eV
Charge ... +1
DFT total energy ... -12979.14876 eV
E_HOMO ... -14.64 eV
Energy above the lowest of the compared OMol25 structures with the same formula, charge and spin ... 32.9 kcal per mole
Orbital gap ... 11.48 eV

---

# 4
Density functional theory data (ωB97M-V/def2-TZVPD) for a structure of composition CH4ClFS.

Geometry (Å):
Cl1 -0.40 1.62 -0.12
S1 1.83 0.27 -0.17
F1 -2.30 -0.12 -0.12
C1 -0.94 -0.07 -0.15
H1 -0.54 -0.56 0.74
H2 0.94 0.41 0.83
H3 1.99 -1.04 0.05
H4 -0.57 -0.52 -1.07

Values from the calculation:
LUMO energy ... 0.60 eV
DFT total energy ... -27175.35517 eV
E_HOMO ... -9.38 eV
Energy above the lowest of the compared OMol25 structures with the same formula, charge and spin ... 30.0 kcal per mole
Orbital gap ... 9.98 eV